Record 1
17
Properties=species:S:1:pos:R:3 method="wB97M-V/def2-TZVPD" total_charge=0 de_lowest_ev=6.769 homo_energy_ha=-0.2740
O 0.91792 0.94083 -1.94623
C -0.08100 1.43236 -1.63414
C -0.82364 -1.23720 -0.46174
C 0.63912 -1.54428 -0.61474
C 1.47465 -1.31920 0.41000
S -0.93246 0.45738 2.49312
C -0.45468 1.74556 1.38339
H -0.99819 0.88171 -1.99555
H -1.15683 -1.59837 0.51653
H -1.45394 -1.44830 -1.32290
H -0.91375 -0.16304 -0.29043
H 1.12837 -1.61098 -1.57988
H 2.54266 -1.41916 0.31253
H 1.08622 -1.14957 1.40834
H -1.34022 2.17570 0.92550
H 0.20767 2.45422 1.88516
H 0.15810 1.40233 0.51103

***

Record 2
15
Properties=species:S:1:pos:R:3 method="wB97M-V/def2-TZVPD" total_charge=-1 smiles="C[P@@](=O)([O-])ON(Br)CC#N" homo_energy_ha=-0.1854
C 0.80679 -1.66883 -0.92764
P -0.84627 -1.43133 -0.04856
O -1.81941 -2.51751 -0.35232
O -0.61271 -0.93976 1.34999
O -1.05660 0.04083 -1.03623
N -2.05361 0.86995 -0.59576
Br -3.73159 -0.02519 -0.10884
C -1.64596 1.73455 0.46469
C -0.67423 2.74889 0.02432
N 0.04351 3.58192 -0.29873
H 1.17474 -2.67358 -1.09363
H 0.62290 -1.11600 -1.77098
H 1.34761 -1.04955 -0.21143
H -1.09175 1.11524 1.23575
H -2.54698 2.14055 0.85253

***

Record 3
17
Properties=species:S:1:pos:R:3 method="wB97M-V/def2-TZVPD" total_charge=0 spin_multiplicity=3 de_lowest_ev=1.067 homo_energy_ha="-0.2572 / -0.3321"
C 0.87870 0.72255 -1.12287
C 0.37867 -0.74241 -0.98134
C -0.32605 1.57510 -0.78935
C -0.86408 -0.55762 -0.15693
C 0.13416 -0.96863 1.77773
N -0.92809 -0.70105 2.53867
O -1.18878 0.48928 2.67538
O -1.31658 0.71343 -0.19767
Cl 0.57413 -2.65691 1.53510
H 1.74872 0.98406 -0.46641
H 1.19896 0.86618 -2.12708
H 0.15650 -1.16506 -1.94685
H 1.10011 -1.44453 -0.49557
H -0.00667 2.27924 -0.01094
H -0.78918 2.10150 -1.60439
H -1.72393 -1.21440 -0.42452
H 0.97342 -0.28073 1.79703

***

Record 4
77
Properties=species:S:1:pos:R:3 method="wB97M-V/def2-TZVPD" total_charge=0 de_lowest_ev=4.698 homo_energy_ha="-0.2146 / -0.2145"
O 2.99671 1.59673 -1.87086
C 2.13143 1.90896 -2.67817
C 1.31325 3.15863 -2.70963
C 0.66347 3.77558 -1.61915
H 0.26812 3.19060 -0.77717
C 0.45167 5.16534 -1.68902
H 0.07971 5.72764 -0.82836
C 0.75574 5.85805 -2.86993
H 0.70698 6.94545 -2.94224
C 1.22419 5.17216 -3.99837
H 1.48036 5.67672 -4.93328
C 1.41790 3.79716 -3.94671
H 1.68726 3.20763 -4.83296
H 1.71441 1.17521 -3.45592
C -0.19730 -0.41800 -3.94089
C -0.88832 0.38288 -2.90555
H -0.13279 0.16614 -4.86496
H -0.86313 -1.24037 -4.16782
H 0.80080 -0.78473 -3.74791
C -1.42279 1.53447 -3.31588
C -2.60993 1.38573 -4.23075
H -1.19643 2.52724 -2.89887
H -2.77518 2.01307 -5.12499
H -3.50083 1.56364 -3.62261
H -2.63523 0.31188 -4.53530
In -1.52156 -0.28788 -1.03112
Cl -2.45895 1.84248 -0.12137
Cl -3.24593 -1.56666 -2.29295
C -3.30061 -1.12426 0.98433
O -2.06562 -1.33728 0.79273
N -4.05619 -2.04176 1.56181
C -3.54334 -3.33729 2.05140
C -5.45523 -1.73361 1.79502
H -3.75666 -0.16451 0.64746
H -2.47512 -3.45450 1.85079
H -4.08976 -4.16955 1.58736
H -3.71795 -3.41552 3.13328
H -5.61734 -0.72482 1.41197
H -5.65158 -1.76269 2.87288
H -6.10498 -2.44023 1.27401
H 1.47645 -5.00412 -1.38071
H 3.84486 -3.98912 -1.15100
C 1.34565 -4.27085 -2.18593
C 3.57044 -3.20611 -1.87801
N 2.10668 -3.05454 -1.89182
H 0.27985 -4.04271 -2.28921
C 1.48324 -1.96735 -1.39767
O 0.22611 -1.94341 -1.25076
H 4.09365 -2.27875 -1.60629
H 2.15301 -1.12150 -1.13993
H 1.73849 -4.69272 -3.11986
H 3.91841 -3.52347 -2.87569
N 0.05921 0.22993 0.69819
S -0.13361 0.18739 2.25999
C 0.55217 -1.31495 2.94464
C -0.31239 -2.20562 3.59118
C 0.20437 -3.32120 4.25598
C 1.58786 -3.55509 4.24779
C 2.44885 -2.68892 3.55409
C 1.91949 -1.57720 2.88122
C 0.75517 1.44373 3.15988
C 1.14787 2.62403 2.52773
C 1.77201 3.63124 3.27399
C 1.97667 3.46228 4.64606
C 1.53953 2.29451 5.28306
C 0.92286 1.28709 4.54228
H 0.97306 0.62236 0.44339
H -1.37358 -1.95865 3.57163
H -0.49979 -3.98492 4.76714
H 1.97631 -4.42167 4.79956
H 3.52776 -2.88261 3.54669
H 2.57739 -0.90170 2.33511
H 0.94411 2.76940 1.46984
H 2.08416 4.55077 2.78120
H 2.46248 4.23952 5.24509
H 1.67293 2.12999 6.34972
H 0.56896 0.35521 4.98109

***

Record 5
45
Properties=species:S:1:pos:R:3 method="wB97M-V/def2-TZVPD" total_charge=0 smiles="C[Si@](Br)(CC=O)CCC(F)(F)C(F)(F)C(F)(F)C(F)(F)S(F)(F)(F)(F)F.CC(N)=O" homo_energy_ha=-0.3558
C 0.73366 1.29370 1.93773
Si 1.57557 -0.02727 0.91635
Br 3.78043 0.21296 1.35969
C 1.34791 0.28680 -0.93509
C 0.45370 1.43725 -1.34106
O 0.27966 1.71757 -2.51394
C 1.11662 -1.77303 1.44680
C -0.13921 -2.34126 0.74593
C -1.33850 -2.25526 1.65903
F -1.17537 -3.15244 2.67009
F -1.42223 -1.04409 2.24784
C -2.70612 -2.62353 1.04223
F -2.63366 -3.93250 0.69117
F -3.65334 -2.49906 1.99547
C -3.15394 -1.89348 -0.24925
F -2.21884 -2.18210 -1.19676
F -4.32203 -2.43401 -0.65015
C -3.23667 -0.34280 -0.26964
F -3.50143 0.00538 -1.55039
F -2.00063 0.11957 0.04841
S -4.49161 0.50513 0.87221
F -5.32603 -0.82072 0.98718
F -3.62806 0.05967 2.11139
F -3.66255 1.84450 0.77131
F -5.37852 0.96105 -0.33796
F -5.49951 1.20931 1.84786
H -0.34384 1.19158 1.95267
H 1.13925 1.28839 2.94076
H 0.99242 2.25791 1.51280
H 2.32676 0.53116 -1.33456
H 1.01161 -0.58959 -1.47825
H -0.07173 2.03432 -0.58170
H 1.97257 -2.40848 1.25583
H 0.99662 -1.76369 2.52324
H 0.03542 -3.38937 0.55884
H -0.29167 -1.80514 -0.17712
C 4.20709 2.09998 -3.36170
C 4.39474 2.42229 -1.89805
N 5.66685 2.35062 -1.42634
O 3.46666 2.72678 -1.17466
H 3.76721 2.96294 -3.85681
H 3.52109 1.25964 -3.45322
H 5.14357 1.84662 -3.85730
H 6.44985 2.10078 -1.99816
H 5.81624 2.55193 -0.45270

***

Record 6
14
Properties=species:S:1:pos:R:3 method="wB97M-V/def2-TZVPD" total_charge=+1 spin_multiplicity=2 de_lowest_ev=0.979 homo_energy_ha="-0.5869 / -0.5768"
C -1.18153 0.50816 0.93694
N -0.72852 -0.16779 -0.20039
C -0.87444 0.44723 -1.54304
C 0.40837 -1.11007 0.06205
C 1.53970 -0.10438 -0.02624
O 2.03301 0.20499 -1.05821
O -1.10230 0.12270 2.11316
H -1.68537 1.45981 0.63772
H -1.86329 0.85259 -1.55165
H 0.01045 1.10024 -1.77072
H -0.99312 -0.42319 -2.25714
H 0.56914 -1.73875 -0.82921
H 0.49638 -1.53689 1.13922
H 1.76720 0.39357 1.01664

***

Record 7
16
Properties=species:S:1:pos:R:3 method="wB97M-V/def2-TZVPD" total_charge=0 de_lowest_ev=4.697 homo_energy_ha=-0.3224
C 1.57473 -1.37931 0.59795
C 1.68686 0.05744 0.29789
C -1.08054 0.91226 -0.40627
C -1.54260 1.97613 0.20819
C -1.85982 -0.27495 -0.68213
H 0.69039 -1.60859 1.47989
H 1.26963 -1.68776 -0.69811
H 2.65948 -1.69565 1.09558
H 2.68795 0.08633 -0.22748
H 1.77649 0.88817 1.07217
H -1.10558 2.89656 0.49789
H -2.76499 1.88871 0.36995
H -0.19192 -0.94243 -1.49307
O -1.05050 -1.32798 -1.35336
S 0.59106 0.75788 -0.91264
S -3.34064 -0.54680 0.15354

***

Record 8
16
Properties=species:S:1:pos:R:3 method="wB97M-V/def2-TZVPD" total_charge=-1 spin_multiplicity=2 de_lowest_ev=0.000 homo_energy_ha="-0.2158 / -0.2048"
Al 0.28339 0.78564 -0.28140
B -1.25415 2.57042 -2.19445
H -0.40566 2.20653 -2.75292
H -1.80692 1.78943 -1.69572
H -0.93357 3.27404 -1.44185
H -1.85315 3.11541 -2.90749
B 1.11774 -2.19988 -0.20991
H 1.20266 -3.24696 -0.45620
H 1.62559 -2.07943 0.73445
H 1.52347 -1.53119 -0.95320
H 0.07078 -1.96352 -0.09923
B 0.09397 -0.54056 2.42459
H -0.17093 -0.72327 3.45449
H -0.26427 0.44054 2.15377
H 1.16716 -0.54321 2.31284
H -0.39607 -1.35396 1.91225

***

Record 9
20
Properties=species:S:1:pos:R:3 method="wB97M-V/def2-TZVPD" total_charge=+2 de_lowest_ev=2.872 homo_energy_ha=-0.5849
C -1.60957 -1.09620 -0.15696
C 1.85925 -0.46293 -0.05008
C -3.42733 0.23460 0.10884
N 0.44216 -0.10746 0.05099
N -0.30688 -1.08969 -0.19024
N 2.62588 0.80909 -0.38173
N 3.77611 0.87512 0.42913
O -2.18344 0.03759 0.15771
O -4.14250 -0.83688 -0.05212
O -3.89711 1.36344 0.26605
H -2.16990 -1.99293 -0.28638
H 2.33941 -0.83609 0.88185
H 1.89611 -1.21220 -0.78415
H 0.12161 -2.04750 -0.56162
H 2.85824 0.84657 -1.31935
H 1.86665 1.59912 -0.33353
H 4.47969 1.55286 0.13798
H 3.63509 1.14798 1.33778
H -4.98628 -0.77920 0.35986
H -3.17718 1.99471 0.38596

***

Record 10
81
Properties=species:S:1:pos:R:3 method="wB97M-V/def2-TZVPD" total_charge=+2 de_lowest_ev=0.870 homo_energy_ha=-0.4818
Ti 0.06997 0.08278 0.34927
I 3.76625 1.94249 -6.14748
C 3.00657 1.38128 -4.27857
C 3.87482 1.07057 -3.24054
C 3.34140 0.70872 -2.02024
I 4.59022 0.29571 -0.38689
C 1.95911 0.61543 -1.82186
O 1.44545 0.21072 -0.64639
C 1.09683 0.95115 -2.86962
C -0.39316 0.81132 -2.69512
N -0.91137 1.22683 -1.37022
C -0.95883 2.68353 -1.17498
C 0.29218 3.15504 -0.49796
C 0.96004 4.29314 -0.91588
C 2.08141 4.71093 -0.21749
C 2.47103 3.98206 0.89407
C 1.75158 2.85325 1.23810
N 0.68732 2.42164 0.55363
C 1.63425 1.33641 -4.08637
H 4.94590 1.11078 -3.37965
H -0.66148 -0.24061 -2.81996
H -0.89905 1.37518 -3.48223
H -1.85903 0.87297 -1.32881
H -1.79956 2.91583 -0.52000
H -1.11014 3.21092 -2.11842
H 0.60459 4.84280 -1.77691
H 2.63277 5.58619 -0.53307
H 3.32667 4.27854 1.48398
H 2.03315 2.28231 2.11074
H 0.97575 1.59746 -4.90584
O -1.57174 -1.12353 -0.56818
S -2.44497 -0.90647 0.62219
O -2.60808 -2.04941 1.45996
N -1.61428 0.28655 1.33028
C -1.55684 0.23227 2.74349
C -2.63389 0.17795 3.58978
C -2.43982 0.02641 4.97563
C -1.18208 -0.04557 5.50603
C -0.05133 0.01111 4.66228
C 1.28222 -0.05380 5.11428
C 2.30711 -0.05242 4.20109
C 2.01609 0.00193 2.83583
N 0.78124 0.09404 2.36553
C -0.25111 0.12398 3.26754
C -4.02050 -0.27060 0.13232
C -5.03105 -1.14743 -0.23677
C -6.28779 -0.63442 -0.51066
C -6.52402 0.73065 -0.40511
C -5.50252 1.60047 -0.04455
C -4.24167 1.09946 0.23549
H -3.63889 0.24235 3.19152
H -3.30544 -0.03703 5.62032
H -1.03694 -0.16188 6.57219
H 1.49110 -0.11070 6.17541
H 3.33885 -0.09772 4.51894
H 2.81648 -0.03178 2.10622
H -4.83301 -2.21012 -0.30033
H -7.08822 -1.30372 -0.79381
H -7.51635 1.11820 -0.59248
H -5.69340 2.66157 0.03826
H -3.44126 1.74711 0.56699
C 2.31286 -2.86732 1.43594
P 0.91257 -2.38078 0.36614
C -0.23425 -3.77012 0.65876
C 1.52120 -2.68659 -1.32569
C 2.87322 -2.86258 -1.61033
C 3.28992 -3.08127 -2.91587
C 2.36586 -3.12429 -3.94829
C 1.01659 -2.94415 -3.67346
C 0.59638 -2.72502 -2.37194
H 3.18672 -2.24242 1.25457
H 2.56607 -3.90640 1.22941
H 2.03164 -2.77370 2.48530
H 0.26416 -4.70272 0.39827
H -1.14114 -3.66076 0.07275
H -0.51627 -3.78227 1.71199
H 3.61631 -2.83500 -0.82587
H 4.34193 -3.23220 -3.11969
H 2.69115 -3.31215 -4.96274
H 0.29168 -2.98894 -4.47603
H -0.45913 -2.60415 -2.15823

***

Record 11
7
Properties=species:S:1:pos:R:3 method="wB97M-V/def2-TZVPD" total_charge=-1 de_lowest_ev=0.345 homo_energy_ha="-0.0974 / -0.0991"
N 1.65399 1.05401 -0.00098
N 0.80018 -1.16876 -0.03344
O -1.87301 -0.36876 -0.32015
O 1.72619 -0.28198 -0.13435
H -2.02696 0.04399 0.50914
H 0.61382 1.20182 0.27191
H -0.89421 -0.48032 -0.29213

***

Record 12
34
Properties=species:S:1:pos:R:3 method="wB97M-V/def2-TZVPD" total_charge=+2 homo_energy_ha="-0.5429 / -0.5434"
Pb 6.12935 -10.92560 10.42185
O 11.52535 -9.32148 7.45800
C 10.64341 -8.38835 7.04409
C 10.93678 -7.65179 5.85528
C 9.92852 -6.92308 5.23905
C 8.71569 -6.76643 5.84989
C 8.43626 -7.43756 7.04014
C 9.34948 -8.36115 7.55602
C 8.74767 -9.33164 8.53737
O 7.52771 -9.55147 8.54217
N 9.67356 -9.96214 9.29717
N 9.04204 -10.65950 10.19295
C 9.56353 -11.49718 11.00713
C 8.74861 -12.33746 11.90728
C 9.51260 -13.22334 12.60873
C 8.94832 -14.06944 13.54190
C 7.66160 -13.86930 13.86695
C 6.92241 -12.88133 13.14799
N 7.44192 -12.21656 12.08113
H 12.35821 -9.20855 6.95663
H 11.99993 -7.64423 5.51880
H 9.92681 -6.54850 4.22207
H 7.88463 -6.25242 5.39180
H 7.54952 -7.05263 7.63444
H 10.51854 -11.99731 10.82658
H 10.53041 -13.27032 12.25603
H 9.64700 -14.78658 14.02336
H 7.08001 -14.41824 14.61502
H 5.87396 -12.63040 13.46529
C 4.41768 -8.50512 11.07499
O 5.40561 -9.43166 11.61551
H 4.00517 -8.90708 10.11123
H 4.81526 -7.51108 10.79890
H 3.53132 -8.40606 11.76267